A structure of composition CHCl3CoI at a distorted geometry, computed with ωB97M-V with the def2-TZVPD basis set.

- multiplicity = 5
- <S²> = 6.01
- gap between HOMO and LUMO (spin up / spin down) (eV) = 8.37 / 6.43
- E_LUMO (spin up / spin down) (eV) = 0.036 / -3.105

Geometry (Å):
Co 3.51 1.24 3.23
I 2.13 -0.52 1.45
C -1.09 -0.17 -0.86
Cl -2.69 -0.50 -0.37
Cl -0.73 1.55 -1.02
Cl -0.68 -1.05 -2.35
H -0.44 -0.54 -0.07

Mulliken atomic charges, in units of e:
1. Co 0.32
2. I -0.24
3. C 0.38
4. Cl -0.12
5. Cl -0.12
6. Cl -0.13
7. H -0.09

A cluster of 11 separate species, C46H111N5O11 in total at a distorted geometry, computed with ωB97M-V with the def2-TZVPD basis set.

- SMILES = CC1(C)CCCC(C)(C)N1O.CC1(C)CCCC(C)(C)N1O.CC1(C)CCCC(C)(C)N1O.CC1(C)CCCC(C)(C)N1O.COC[C@H](C)N.CO.CO.CO.CO.CO.CO
- gap between HOMO and LUMO (eV) = 8.63
- E_LUMO (eV) = 0.415

Geometry (Å):
C -21.14 -9.91 -17.12
C -21.40 -10.72 -15.86
C -20.04 -11.21 -15.31
C -22.09 -9.79 -14.87
C -23.13 -10.38 -13.94
C -23.97 -11.49 -14.53
C -23.20 -12.51 -15.40
C -22.48 -13.51 -14.48
C -24.22 -13.20 -16.26
N -22.28 -11.82 -16.26
O -21.66 -12.66 -17.19
H -20.75 -10.53 -17.94
H -22.04 -9.45 -17.55
H -20.43 -9.11 -16.91
H -19.25 -10.48 -15.52
H -20.05 -11.32 -14.23
H -19.71 -12.13 -15.81
H -21.32 -9.32 -14.24
H -22.49 -8.91 -15.39
H -22.65 -10.75 -13.03
H -23.75 -9.56 -13.57
H -24.85 -11.09 -15.04
H -24.33 -12.04 -13.66
H -23.05 -13.75 -13.58
H -21.49 -13.18 -14.19
H -22.42 -14.49 -14.99
H -24.93 -12.50 -16.70
H -24.79 -13.97 -15.73
H -23.75 -13.70 -17.11
H -22.11 -12.51 -18.04
C -25.81 -17.21 -17.57
C -24.38 -17.74 -17.59
C -23.46 -16.65 -17.10
C -24.29 -18.94 -16.67
C -24.94 -20.19 -17.26
C -24.34 -20.58 -18.61
C -24.40 -19.41 -19.56
C -23.41 -19.71 -20.68
C -25.77 -19.24 -20.18
N -23.90 -18.20 -18.89
O -23.83 -17.09 -19.82
H -25.95 -16.42 -18.30
H -26.53 -18.01 -17.67
H -25.99 -16.83 -16.56
H -23.72 -16.44 -16.06
H -22.42 -16.97 -17.12
H -23.55 -15.77 -17.73
H -23.26 -19.15 -16.36
H -24.83 -18.80 -15.72
H -25.00 -21.00 -16.53
H -25.99 -19.95 -17.48
H -24.92 -21.46 -18.90
H -23.32 -20.94 -18.43
H -23.58 -20.72 -21.07
H -22.38 -19.57 -20.34
H -23.50 -19.01 -21.51
H -26.15 -20.17 -20.62
H -25.72 -18.45 -20.93
H -26.52 -18.91 -19.46
H -22.88 -16.88 -19.92
C -21.85 -16.35 -10.56
C -21.20 -17.71 -10.59
C -22.29 -18.79 -10.46
C -20.62 -17.90 -12.02
C -19.69 -19.07 -12.17
C -18.63 -18.92 -11.10
C -19.13 -18.88 -9.67
C -19.62 -20.27 -9.23
C -17.94 -18.47 -8.78
N -20.14 -17.83 -9.61
O -20.68 -17.67 -8.31
H -22.70 -16.32 -11.23
H -22.25 -16.20 -9.54
H -21.14 -15.53 -10.71
H -21.97 -19.79 -10.74
H -22.69 -18.82 -9.43
H -23.15 -18.53 -11.08
H -21.45 -17.90 -12.73
H -20.08 -16.98 -12.30
H -20.24 -20.00 -12.01
H -19.25 -19.05 -13.17
H -18.07 -17.99 -11.31
H -17.82 -19.65 -11.22
H -18.82 -21.02 -9.29
H -20.47 -20.65 -9.78
H -19.86 -20.30 -8.16
H -18.16 -18.64 -7.73
H -17.74 -17.41 -8.95
H -17.04 -19.00 -9.09
H -20.24 -16.88 -7.96
C -18.72 -14.15 -12.58
C -18.53 -13.30 -11.34
C -17.07 -12.88 -11.23
C -19.42 -12.07 -11.60
C -19.74 -11.24 -10.39
C -20.28 -12.09 -9.26
C -19.37 -13.28 -8.94
C -18.12 -12.79 -8.21
C -20.15 -14.21 -8.02
N -19.07 -13.97 -10.18
O -18.42 -15.22 -9.91
H -18.32 -13.58 -13.43
H -18.12 -15.07 -12.50
H -19.76 -14.42 -12.78
H -16.56 -13.67 -10.66
H -16.60 -12.89 -12.21
H -16.92 -11.94 -10.71
H -18.81 -11.42 -12.27
H -20.28 -12.24 -12.25
H -18.91 -10.63 -10.01
H -20.44 -10.42 -10.63
H -21.29 -12.45 -9.50
H -20.37 -11.47 -8.37
H -17.59 -11.97 -8.69
H -17.35 -13.58 -8.17
H -18.32 -12.62 -7.15
H -20.57 -13.61 -7.21
H -19.47 -14.97 -7.61
H -21.00 -14.60 -8.57
H -19.07 -15.89 -10.20
C -19.19 -15.49 -16.03
O -19.15 -15.80 -17.43
C -20.30 -15.34 -18.17
C -20.22 -15.85 -19.58
C -19.15 -15.11 -20.38
N -21.59 -15.70 -20.17
H -19.80 -14.61 -15.81
H -18.15 -15.37 -15.74
H -19.58 -16.36 -15.48
H -21.15 -15.75 -17.61
H -20.38 -14.25 -18.14
H -19.96 -16.91 -19.56
H -18.16 -15.26 -19.94
H -19.39 -14.05 -20.45
H -19.05 -15.53 -21.38
H -21.87 -14.72 -19.97
H -21.49 -15.79 -21.18
C -20.09 -18.89 -17.58
O -21.07 -19.89 -17.85
H -20.54 -18.07 -17.03
H -19.26 -19.38 -17.07
H -19.66 -18.51 -18.52
H -21.86 -19.40 -18.12
C -18.63 -11.41 -23.27
O -19.33 -11.38 -22.04
H -18.37 -10.39 -23.57
H -17.72 -12.01 -23.20
H -19.25 -11.86 -24.04
H -18.70 -11.50 -21.30
C -16.02 -16.97 -16.44
O -16.60 -16.89 -17.75
H -15.13 -17.59 -16.52
H -15.70 -15.98 -16.09
H -16.68 -17.44 -15.70
H -17.56 -16.73 -17.68
C -18.06 -12.15 -18.53
O -17.65 -11.73 -19.84
H -17.82 -11.38 -17.80
H -19.13 -12.31 -18.55
H -17.59 -13.11 -18.29
H -16.71 -11.52 -19.88
C -23.84 -13.25 -20.03
O -22.43 -12.90 -19.87
H -24.04 -14.15 -19.46
H -24.47 -12.43 -19.69
H -24.06 -13.49 -21.07
H -22.24 -12.22 -20.54
C -19.58 -17.30 -24.01
O -18.62 -18.11 -24.68
H -20.37 -16.98 -24.72
H -19.98 -17.82 -23.14
H -19.18 -16.32 -23.74
H -18.87 -19.03 -24.56

Here are the Mulliken charges for atoms 1 to 99, given in e:
1. C -2.05
2. C 2.15
3. C -0.99
4. C -1.33
5. C -0.23
6. C -1.28
7. C 1.96
8. C -0.72
9. C -1.41
10. N -0.52
11. O 1.03
12. H 0.13
13. H 0.46
14. H 0.49
15. H 0.57
16. H 0.04
17. H -0.49
18. H 0.30
19. H 0.42
20. H -0.04
21. H 0.45
22. H 0.34
23. H 0.41
24. H 0.57
25. H -0.45
26. H -0.40
27. H 0.49
28. H 0.34
29. H -0.30
30. H 0.30
31. C -2.05
32. C 1.63
33. C -0.49
34. C -0.83
35. C -1.03
36. C -0.79
37. C 1.06
38. C -1.90
39. C -1.66
40. N 1.56
41. O -0.69
42. H 0.20
43. H 0.56
44. H 0.44
45. H 0.77
46. H -1.00
47. H -0.65
48. H 0.33
49. H 0.53
50. H 0.45
51. H 0.29
52. H 0.51
53. H 0.35
54. H 0.49
55. H 0.20
56. H 0.36
57. H 0.39
58. H 0.33
59. H 0.34
60. H 0.52
61. C -2.12
62. C 1.90
63. C -1.88
64. C -0.81
65. C -1.02
66. C -1.22
67. C 1.56
68. C -1.74
69. C -1.60
70. N 1.47
71. O -0.73
72. H 0.45
73. H 0.45
74. H 0.25
75. H 0.33
76. H 0.36
77. H 0.48
78. H 0.58
79. H -0.37
80. H 0.36
81. H 0.55
82. H 0.25
83. H 0.53
84. H 0.42
85. H 0.26
86. H 0.36
87. H 0.38
88. H 0.14
89. H 0.40
90. H 0.26
91. C -2.18
92. C 1.74
93. C -1.82
94. C -0.27
95. C -1.26
96. C -1.27
97. C 1.45
98. C -1.77
99. C -1.81

An isolated molecule of C4H6O2, computed with ωB97M-V with the def2-TZVPD basis set.

- energy above the lowest of the compared OMol25 structures with the same formula, charge and spin (kJ/mol) = 123.8
- SMILES = C=C(C)OC=O
- gap between HOMO and LUMO (eV) = 10.77
- E_LUMO (eV) = 0.998

Geometry (Å):
C 0.08 -0.76 1.31
C 0.31 0.13 0.36
C 1.39 0.13 -0.67
O -0.67 1.12 0.21
C -1.73 0.57 -0.44
O -1.66 -0.31 -1.24
H 0.66 -1.67 1.37
H -0.74 -0.62 2.00
H 1.66 -0.90 -0.90
H 2.29 0.65 -0.32
H 1.05 0.61 -1.59
H -2.65 1.03 -0.08

Mulliken atomic charges, in units of e:
1. C -0.76
2. C 0.64
3. C -1.05
4. O -0.34
5. C 0.14
6. O -0.45
7. H 0.25
8. H 0.29
9. H 0.31
10. H 0.30
11. H 0.30
12. H 0.37

A structure of composition C21H26CrN4O2S2 at a distorted geometry, computed with ωB97M-V with the def2-TZVPD basis set.

- multiplicity = 5
- <S²> = 6.02
- energy above the lowest of the compared OMol25 structures with the same formula, charge and spin (kJ/mol) = 79.3
- gap between HOMO and LUMO (spin up / spin down) (eV) = 7.30 / 7.48
- E_LUMO (spin up / spin down) (eV) = -0.115 / -0.267

Geometry (Å):
Cr -0.17 -1.17 -2.12
C -0.93 -0.18 1.96
C -1.17 -0.68 0.56
N -0.10 -0.90 -0.20
N 1.11 -0.73 0.36
C 2.15 -0.97 -0.38
S 2.12 -1.44 -2.03
S 3.72 -0.81 0.41
C 4.08 -2.61 0.58
C 3.43 -3.08 1.84
C 4.14 -3.02 3.03
C 3.54 -3.37 4.23
C 2.22 -3.77 4.25
C 1.50 -3.84 3.06
C 2.10 -3.50 1.86
C -2.50 -0.89 0.09
C -3.57 -0.83 1.01
C -4.89 -0.88 0.63
C -5.23 -1.03 -0.72
C -4.23 -1.19 -1.64
C -2.86 -1.15 -1.28
O -1.97 -1.30 -2.21
H 0.11 0.14 2.03
H -1.08 -0.96 2.70
H -1.59 0.65 2.19
H 5.16 -2.71 0.62
H 3.69 -3.08 -0.32
H 5.17 -2.70 3.01
H 4.11 -3.32 5.14
H 1.74 -4.04 5.18
H 0.47 -4.16 3.07
H 1.53 -3.55 0.94
H -3.35 -0.73 2.06
H -5.67 -0.81 1.37
H -6.26 -1.02 -1.03
H -4.45 -1.35 -2.69
C 1.43 4.52 -1.82
N 1.13 3.11 -1.91
C 2.26 2.19 -1.87
C -0.08 2.49 -2.03
O -0.08 1.27 -2.26
N -1.28 3.13 -1.88
C -1.63 4.53 -1.83
C -2.48 2.31 -1.89
H 2.51 4.64 -1.81
H 1.04 4.97 -0.91
H 1.05 5.06 -2.70
H 3.19 2.75 -1.88
H 2.24 1.51 -2.72
H 2.23 1.58 -0.97
H -0.77 5.18 -1.81
H -2.23 4.71 -0.94
H -2.24 4.78 -2.71
H -2.21 1.26 -1.94
H -3.11 2.56 -2.75
H -3.04 2.48 -0.97

Mulliken atomic charges, in units of e:
1. Cr 0.80
2. C -1.69
3. C 1.31
4. N 0.80
5. N -0.75
6. C 0.17
7. S -0.58
8. S -0.11
9. C -1.20
10. C 0.70
11. C -0.54
12. C -0.51
13. C -0.46
14. C -0.70
15. C -0.10
16. C -0.06
17. C -0.98
18. C -0.82
19. C -0.49
20. C -0.54
21. C 0.62
22. O -0.84
23. H 0.40
24. H 0.37
25. H 0.48
26. H 0.50
27. H 0.43
28. H 0.36
29. H 0.37
30. H 0.38
31. H 0.43
32. H 0.37
33. H 0.38
34. H 0.41
35. H 0.41
36. H 0.43
37. C -1.12
38. N 0.11
39. C -0.76
40. C 0.60
41. O -0.41
42. N 0.21
43. C -0.96
44. C -0.91
45. H 0.28
46. H 0.37
47. H 0.41
48. H 0.29
49. H 0.22
50. H 0.21
51. H 0.35
52. H 0.29
53. H 0.32
54. H 0.01
55. H 0.37
56. H 0.39

| no. | E_tot (Eh) |
| --- | --- |
| 1 | -3099.6030 |
| 2 | -2920.4181 |
| 3 | -306.4591 |
| 4 | -3026.1899 |